{"formula": "C27H23N2O3Te4W", "method": "ωB97M-V/def2-TZVPD", "elements": ["W", "C", "C", "O", "C", "C", "C", "N", "N", "C", "O", "C", "C", "C", "C", "C", "C", "H", "H", "H", "H", "H", "H", "H", "H", "H", "H", "H", "H", "Te", "Te", "Te", "Te", "C", "C", "C", "C", "C", "C", "C", "C", "C", "C", "C", "C", "C", "C", "H", "H", "H", "H", "H", "H", "H", "H", "H", "H", "H", "O", "C"], "xyz": [[-0.0199, -0.0289, -0.8749], [1.8758, -1.8422, 2.8736], [1.0533, -1.8071, 1.6373], [1.0802, -0.6854, 0.8696], [0.2144, -2.9051, 1.1330], [-1.4059, -2.0041, -0.0603], [-2.5505, -2.5133, -0.9451], [-1.4314, -0.5741, 0.1549], [-2.3001, 0.0614, -0.8132], [-1.9355, 0.8670, -1.7520], [-0.7129, 1.3923, -1.9254], [-2.9901, 1.2874, -2.6725], [-4.0753, 0.4386, -2.9029], [-5.0150, 0.7675, -3.8542], [-4.8998, 1.9558, -4.5642], [-3.8494, 2.8237, -4.3011], [-2.8910, 2.4945, -3.3661], [1.8145, -0.8885, 3.4039], [2.9336, -2.0062, 2.6298], [1.5274, -2.6461, 3.5204], [0.5681, -3.8768, 1.4839], [-2.5896, -3.6011, -0.9320], [-2.4215, -2.1897, -1.9854], [-3.4992, -2.1269, -0.5698], [-4.1614, -0.4807, -2.3424], [-5.8400, 0.0949, -4.0495], [-5.6266, 2.2044, -5.3230], [-3.7715, 3.7620, -4.8306], [-2.0726, 3.1713, -3.1595], [2.1152, 1.1086, -1.0576], [4.4078, 2.5204, -1.2150], [0.5136, 4.0912, 2.1865], [0.1443, 1.9181, 0.6171], [-3.6281, -3.2827, 3.0728], [-3.1613, -4.2438, 2.1717], [-2.0554, -4.0247, 1.4075], [-1.3465, -2.7368, 1.4032], [-1.7683, -1.8625, 2.5183], [-2.8883, -2.1070, 3.2462], [-0.0060, -2.7058, -0.4007], [1.1749, -2.0789, -1.1996], [2.5361, -2.6354, -1.0505], [3.6138, -2.0537, -1.7422], [4.8973, -2.5442, -1.6424], [5.1570, -3.6620, -0.8683], [4.1086, -4.2863, -0.2178], [2.8229, -3.7852, -0.3052], [-4.5068, -3.4618, 3.6689], [-3.6759, -5.1926, 2.0930], [-1.6805, -4.8004, 0.7498], [-1.1946, -0.9577, 2.7016], [-3.1983, -1.3924, 3.9957], [-0.2568, -3.6757, -0.8594], [3.4477, -1.2094, -2.4029], [5.6870, -2.0461, -2.1835], [6.1616, -4.0458, -0.7874], [4.2808, -5.1819, 0.3647], [2.0345, -4.3281, 0.1934], [-0.4203, -0.9252, -2.3420], [0.9518, -1.2082, -2.2594]], "lowdin_charge": [1.06, 0.03, -0.24, -0.44, -0.15, -0.37, -0.01, -0.21, 0.09, -0.51, -0.40, -0.12, -0.01, -0.08, -0.09, -0.08, 0.00, 0.10, 0.10, 0.09, 0.14, 0.08, 0.08, 0.10, 0.10, 0.10, 0.10, 0.10, 0.12, 0.45, -0.07, -0.13, 0.38, -0.16, -0.15, -0.10, -0.31, -0.06, -0.14, -0.11, -0.25, -0.16, -0.05, -0.07, -0.09, -0.08, -0.03, 0.07, 0.09, 0.10, 0.10, 0.09, 0.17, 0.08, 0.11, 0.10, 0.10, 0.10, -0.31, -0.34], "homo_ev": [-3.22, -3.27], "gap_ha": [0.1446, 0.1470], "charge": -1, "lumo_energy_ev": [0.71, 0.73], "total_energy_ev": -68482.1858}


{"formula": "C27H23N4O4ReS", "method": "ωB97M-V/def2-TZVPD", "elements": ["Re", "O", "C", "C", "C", "C", "C", "C", "C", "N", "C", "C", "N", "C", "C", "C", "C", "C", "C", "C", "O", "H", "H", "H", "H", "H", "H", "H", "H", "H", "H", "H", "H", "H", "H", "O", "C", "O", "C", "C", "C", "C", "C", "N", "H", "H", "H", "H", "S", "C", "N", "C", "C", "C", "C", "H", "H", "H", "H", "H"], "xyz": [[-0.4361, 0.5647, -0.2134], [0.3133, 0.8313, 1.6588], [-0.0967, 1.6489, 2.5781], [0.5373, 1.6018, 3.8413], [0.1839, 2.4548, 4.8520], [-0.8066, 3.4347, 4.6561], [-1.4451, 3.5057, 3.4538], [-1.1428, 2.6134, 2.3932], [-1.9303, 2.7178, 1.2247], [-1.8681, 1.9618, 0.1585], [-2.8040, 2.2209, -0.9504], [-2.1479, 1.7284, -2.2456], [-1.5986, 0.4183, -1.9004], [-2.1236, -0.6560, -2.4214], [-2.0872, -1.9424, -1.8369], [-2.5429, -3.0529, -2.5745], [-2.7500, -4.2674, -1.9824], [-2.5439, -4.4022, -0.6017], [-2.1174, -3.3369, 0.1525], [-1.8368, -2.0831, -0.4375], [-1.4282, -1.1161, 0.3394], [1.3083, 0.8550, 3.9732], [0.6720, 2.3738, 5.8140], [-1.0622, 4.1200, 5.4514], [-2.2131, 4.2525, 3.2900], [-2.6815, 3.5076, 1.2435], [-3.0655, 3.2790, -1.0114], [-3.7172, 1.6446, -0.7734], [-1.3394, 2.3998, -2.5386], [-2.8785, 1.6756, -3.0542], [-2.7312, -0.5606, -3.3215], [-2.7173, -2.9334, -3.6365], [-3.0847, -5.1136, -2.5643], [-2.7259, -5.3561, -0.1246], [-2.0011, -3.4083, 1.2272], [3.4626, -0.3117, -1.1259], [2.3655, 0.1541, -0.9549], [1.2654, -0.4952, -0.7079], [2.1785, 1.6544, -1.0242], [3.2338, 2.5140, -1.2540], [2.9963, 3.8775, -1.2558], [1.6955, 4.3259, -1.0678], [0.6915, 3.4035, -0.8635], [0.9235, 2.0823, -0.8202], [4.2150, 2.0945, -1.4227], [3.8026, 4.5828, -1.4000], [1.4513, 5.3779, -1.0782], [-0.3278, 3.7285, -0.7163], [1.0754, -3.2229, -2.6291], [1.9441, -3.4851, -1.2101], [1.2767, -3.7411, -0.0515], [1.8804, -3.9447, 1.1423], [3.2345, -3.9487, 1.2356], [3.9836, -3.7314, 0.0588], [3.3580, -3.4985, -1.1325], [0.2684, -3.7294, -0.1004], [1.2349, -4.1149, 1.9922], [3.7181, -4.1091, 2.1867], [5.0640, -3.7447, 0.1119], [3.9172, -3.2995, -2.0317]], "lowdin_spin": [0.80, 0.06, 0.00, 0.01, 0.00, 0.01, 0.00, 0.01, 0.00, 0.01, 0.00, 0.00, -0.01, 0.03, 0.00, 0.01, -0.01, 0.01, -0.01, 0.01, -0.01, 0.00, 0.00, 0.00, 0.00, 0.00, 0.00, 0.00, 0.00, 0.00, 0.00, 0.00, 0.00, 0.00, 0.00, 0.02, 0.00, 0.02, 0.01, 0.00, 0.01, 0.00, 0.01, 0.00, 0.00, 0.00, 0.00, 0.00, 0.00, 0.00, 0.00, 0.00, 0.00, 0.00, 0.00, 0.00, 0.00, 0.00, 0.00, 0.00], "spin_multiplicity": 2, "homo_ev": [-9.32, -9.32], "gap_ha": [0.1608, 0.1725], "charge": 1, "lumo_energy_ev": [-4.94, -4.62], "total_energy_ev": -55483.8068}


{"formula": "C27H23N5O6Ti", "method": "ωB97M-V/def2-TZVPD", "elements": ["Ti", "C", "C", "N", "N", "C", "O", "C", "C", "C", "C", "C", "C", "C", "C", "C", "C", "C", "N", "H", "H", "H", "H", "H", "H", "H", "H", "H", "H", "H", "H", "O", "C", "C", "C", "C", "C", "C", "N", "H", "H", "H", "H", "H", "H", "H", "O", "C", "O", "C", "C", "C", "C", "C", "C", "N", "O", "O", "H", "H", "H", "H"], "xyz": [[-1.0896, 0.5285, 0.4514], [1.8046, -2.2598, 1.9052], [0.5933, -1.5111, 1.4977], [0.5968, -0.3561, 0.9908], [1.6997, 0.5307, 1.0262], [1.1893, 1.7257, 1.2256], [-0.1064, 1.9297, 1.3933], [2.0898, 2.8979, 1.2005], [3.4552, 2.7720, 0.9612], [4.2423, 3.9099, 0.8913], [3.6690, 5.1683, 1.0620], [2.3086, 5.2918, 1.3101], [1.5175, 4.1515, 1.3790], [-0.8138, -1.9753, 1.8348], [-1.1061, -3.2301, 2.2961], [-2.4007, -3.5202, 2.7248], [-3.3418, -2.5255, 2.7151], [-2.9651, -1.2771, 2.2454], [-1.7472, -1.0003, 1.8052], [2.6272, -1.5701, 2.0743], [2.0935, -2.9403, 1.0980], [1.6305, -2.8469, 2.8059], [3.8882, 1.7883, 0.8329], [5.3047, 3.8186, 0.7069], [4.2893, 6.0541, 1.0059], [1.8654, 6.2690, 1.4555], [0.4562, 4.2239, 1.5756], [-0.3327, -3.9885, 2.3150], [-2.6467, -4.5164, 3.0714], [-4.3512, -2.6890, 3.0641], [-3.6695, -0.4569, 2.2586], [-3.0428, 1.5036, 0.4751], [-3.2872, 2.2777, -0.7420], [-1.9965, 2.8807, -1.2293], [-1.9760, 4.1457, -1.7779], [-0.7908, 4.6069, -2.3351], [0.3248, 3.7909, -2.3265], [0.2262, 2.5525, -1.7244], [-0.9040, 2.1044, -1.1736], [-3.8133, 0.9466, 0.6289], [-4.0222, 3.0500, -0.5450], [-3.6594, 1.6021, -1.5097], [-2.8716, 4.7548, -1.7805], [-0.7412, 5.5980, -2.7697], [1.2665, 4.1036, -2.7576], [1.0822, 1.8928, -1.6589], [-2.9235, -2.2408, -0.8890], [-1.8081, -1.8633, -1.1469], [-1.4279, -0.5808, -1.0411], [-0.7382, -2.8255, -1.5723], [0.5504, -2.4171, -1.8843], [1.5248, -3.3551, -2.2014], [1.1601, -4.6819, -2.2000], [-0.1145, -5.1266, -1.9204], [-1.0716, -4.1762, -1.5986], [2.2107, -5.7054, -2.5079], [3.3516, -5.3121, -2.6162], [1.8323, -6.8339, -2.7331], [0.7966, -1.3654, -1.8804], [2.5391, -3.0726, -2.4436], [-0.3398, -6.1820, -1.9543], [-2.0868, -4.4678, -1.3646]], "lowdin_spin": [0.91, 0.00, 0.01, 0.01, 0.02, 0.00, -0.01, 0.00, 0.00, 0.00, 0.00, 0.00, 0.00, 0.00, 0.00, 0.00, 0.00, 0.00, 0.01, 0.00, 0.00, 0.00, 0.00, 0.00, 0.00, 0.00, 0.00, 0.00, 0.00, 0.00, 0.00, 0.01, 0.00, 0.00, 0.00, 0.00, 0.00, 0.00, 0.01, 0.00, 0.00, 0.00, 0.00, 0.00, 0.00, 0.00, 0.00, 0.00, 0.00, 0.00, 0.00, 0.00, 0.00, 0.00, 0.00, 0.00, 0.00, 0.00, 0.00, 0.00, 0.00, 0.00], "spin_multiplicity": 2, "homo_ev": [-11.19, -11.52], "gap_ha": [0.2666, 0.2788], "charge": 1, "lumo_energy_ev": [-3.94, -3.93], "total_energy_ev": -71218.5477}


{"formula": "C27H23NOS4SbSe4W", "method": "ωB97M-V/def2-TZVPD", "elements": ["W", "S", "C", "C", "C", "C", "C", "C", "S", "C", "C", "C", "C", "C", "C", "C", "S", "C", "C", "C", "C", "C", "C", "S", "N", "H", "H", "H", "H", "H", "H", "H", "H", "H", "H", "H", "H", "H", "H", "H", "C", "C", "O", "C", "C", "C", "C", "C", "C", "H", "H", "H", "H", "H", "H", "H", "H", "Se", "Sb", "Se", "Se", "Se"], "xyz": [[0.0896, -0.2828, 0.6195], [-1.3683, -0.5265, 2.4832], [-1.7315, -2.1051, 1.7385], [-1.5304, -3.3230, 2.3778], [-1.9572, -4.4794, 1.7442], [-2.5800, -4.4191, 0.5016], [-2.7751, -3.2042, -0.1493], [-2.3238, -2.0567, 0.4674], [-2.3851, -0.3895, -0.2252], [-2.2252, -0.6947, -2.0075], [-1.2083, 0.2338, -2.6036], [-1.4044, 0.6624, -3.9041], [-0.4636, 1.4859, -4.4966], [0.6623, 1.8154, -3.7668], [0.8044, 1.3306, -2.4759], [2.0604, 1.6789, -1.7344], [2.4345, 0.5259, -0.4009], [2.9254, -0.9764, -1.2586], [4.2117, -1.0112, -1.7862], [4.6403, -2.1340, -2.4736], [3.7995, -3.2315, -2.6058], [2.5296, -3.2129, -2.0532], [2.0815, -2.0822, -1.3766], [0.4361, -2.1582, -0.7083], [-0.1240, 0.5688, -1.8741], [-1.0694, -3.3539, 3.3563], [-1.8118, -5.4306, 2.2387], [-2.9326, -5.3231, 0.0227], [-3.2649, -3.1747, -1.1136], [-3.2037, -0.5401, -2.4579], [-1.9305, -1.7348, -2.1543], [-2.2861, 0.3440, -4.4437], [-0.5961, 1.8558, -5.5045], [1.4383, 2.4436, -4.1837], [1.9886, 2.6604, -1.2599], [2.9148, 1.6903, -2.4096], [4.8711, -0.1621, -1.6506], [5.6359, -2.1513, -2.8956], [4.1356, -4.1133, -3.1343], [1.8758, -4.0721, -2.1322], [0.7011, 2.2780, 2.9348], [-0.2925, 2.3278, 1.8298], [-0.0378, 1.5391, 0.7915], [-1.4337, 3.1299, 1.8218], [-2.1889, 3.2830, 0.6268], [-3.3114, 4.0680, 0.6160], [-3.7180, 4.7080, 1.7924], [-2.9933, 4.5643, 2.9772], [-1.8562, 3.7967, 3.0018], [1.6787, 2.0059, 2.5403], [0.3996, 1.5384, 3.6828], [0.7891, 3.2368, 3.4411], [-1.8433, 2.8069, -0.2823], [-3.8736, 4.2017, -0.2978], [-4.6041, 5.3300, 1.7860], [-3.3276, 5.0637, 3.8762], [-1.3085, 3.6713, 3.9263], [5.3863, -0.7987, 3.6749], [3.1894, -1.9360, 3.5963], [3.7872, -0.4299, 5.4678], [2.9369, -4.2768, 3.9097], [1.5571, -1.0604, 1.9774]], "nbo_charge": [0.68, 0.04, -0.22, -0.18, -0.11, -0.13, -0.23, -0.14, 0.51, -0.58, 0.22, -0.22, -0.09, -0.22, 0.22, -0.58, 0.50, -0.27, -0.19, -0.17, -0.15, -0.22, -0.09, 0.09, -0.47, 0.26, 0.25, 0.26, 0.25, 0.27, 0.28, 0.25, 0.26, 0.25, 0.27, 0.28, 0.24, 0.26, 0.26, 0.25, -0.74, 0.63, -0.68, -0.17, -0.11, -0.21, -0.03, -0.22, -0.07, 0.26, 0.28, 0.28, 0.22, 0.25, 0.26, 0.26, 0.24, -0.03, 0.93, -0.04, -0.26, 0.04], "homo_ev": -15.68, "gap_ha": 0.1865, "charge": 3, "lumo_energy_ev": -10.61, "total_energy_ev": -344972.6778}